# 1
C6H11N4O2S2 | ωB97M-V/def2-TZVPD

Summary:
Charge   +1
Highest occupied orbital energy   -11.82 eV
Frontier orbital gap   6.7 eV
ΔE to the lowest compared entry with this formula, charge and spin   1.9157 eV
Max |F|   0.1075 hartree/bohr

Geometry as XYZ:
```
25
Properties=species:S:1:pos:R:3:forces:R:3
S -2.156 -3.187 -0.182 -0.53 1.13 0.77
S 0.147 -0.613 -1.100 -0.83 0.86 0.27
O 0.337 2.971 0.459 0.83 -0.39 -0.54
O -0.436 2.459 -1.608 0.27 1.46 -0.50
N -1.772 0.314 1.255 -2.21 0.23 -0.77
N 3.823 -0.556 0.907 0.49 -0.61 0.17
N 2.377 -1.438 -0.725 -0.42 5.44 0.86
N 2.078 0.704 0.016 -0.11 2.09 0.19
C -1.605 -0.211 -1.155 -1.00 -2.06 0.75
C -2.644 -1.842 0.615 1.15 -0.69 -1.27
C -2.441 -0.385 0.115 0.56 -1.26 0.61
C 0.276 2.236 -0.486 -2.06 1.33 0.59
C 0.850 0.848 -0.455 -0.22 -3.04 -1.38
C 2.811 -0.463 0.048 -1.09 -3.77 -1.59
H -2.089 -0.843 -1.891 0.54 -0.53 -0.39
H 2.434 1.518 0.505 0.21 0.16 -0.09
H -3.471 -0.120 -0.108 -0.04 0.97 0.06
H -1.743 0.724 -1.523 -0.36 2.87 -0.84
H -3.021 -1.899 1.647 -0.18 -0.02 -0.41
H -0.745 3.428 -1.773 0.90 -2.17 1.04
H -2.568 0.596 1.884 1.60 -0.46 -0.27
H 2.618 -2.348 -0.560 1.43 -2.66 0.61
H 4.149 -1.521 0.946 0.48 0.80 0.48
H -1.299 -0.511 1.586 0.58 0.43 1.50
H 4.090 0.138 1.582 0.02 -0.14 0.14
```
Forces are in eV/Å.


# 2
C6H11N5 | ωB97M-V/def2-TZVPD

Summary:
Charge   +2
Highest occupied orbital energy (alpha / beta)   -17.36 / -16.14 eV
Frontier orbital gap (alpha / beta)   8.5 / 5.8 eV
ΔE to the lowest compared entry with this formula, charge and spin   6.0088 eV
Max |F|   0.1022 hartree/bohr

Geometry as XYZ:
```
22
Properties=species:S:1:pos:R:3:forces:R:3
N -0.901 0.224 0.117 -0.52 -1.35 -1.96
N -3.141 -0.347 -0.388 -2.21 3.77 0.86
N 3.609 -1.011 -0.603 2.50 -1.50 -0.43
N 2.015 0.205 0.055 -3.90 3.01 1.83
N 0.171 2.320 0.577 -0.04 -0.77 -0.47
C -2.207 0.536 -0.162 0.34 -0.78 1.66
C -2.964 -1.696 -0.744 0.12 -3.01 0.21
C 3.994 -0.422 0.557 2.35 -2.95 -2.90
C 2.961 0.361 0.987 -2.70 0.95 0.12
C 0.150 1.025 0.477 -0.07 -0.66 0.72
C 2.369 -0.634 -0.920 -0.41 0.25 0.50
H 1.057 2.537 1.048 -0.81 1.36 -0.45
H -2.843 -2.267 0.203 -0.13 0.03 -0.52
H -2.488 1.503 0.172 -0.56 0.88 -0.20
H -0.743 -0.792 -0.018 0.63 0.95 0.48
H 2.875 0.898 1.917 -0.28 0.26 -0.04
H -4.123 0.043 -0.085 2.16 -1.22 -1.28
H -3.811 -2.200 -1.310 0.98 1.19 0.60
H 4.982 -0.599 1.013 -0.66 0.07 -0.44
H 1.556 -0.865 -1.727 2.48 -0.01 1.21
H -0.495 2.997 0.133 1.13 -0.48 0.69
H -2.024 -1.813 -1.298 -0.39 -0.01 -0.18
```
Forces are in eV/Å.


# 3
C6H11N5PTc | ωB97M-V/def2-TZVPD

Summary:
Charge   +1
Spin multiplicity   4
Highest occupied orbital energy (alpha / beta)   -10.45 / -11.93 eV
Frontier orbital gap (alpha / beta)   6.2 / 7.1 eV
ΔE to the lowest compared entry with this formula, charge and spin   2.6098 eV
Max |F|   0.0735 hartree/bohr

Geometry as XYZ:
```
24
Properties=species:S:1:pos:R:3:forces:R:3
Tc -0.764 -1.588 -0.359 -2.28 1.35 -1.47
P 1.200 -2.474 0.367 3.22 -1.53 1.25
N -0.499 -0.303 2.142 0.22 2.65 -0.31
N -0.628 1.974 2.017 0.85 -2.10 -0.29
N -0.328 0.885 2.775 -2.32 -0.91 -1.95
N -0.611 0.973 4.116 0.28 -0.19 0.23
N -0.756 0.040 0.863 0.67 1.59 2.19
C -1.224 -0.395 -2.095 2.89 -0.27 -1.08
C 1.134 0.265 -2.142 -0.66 -0.30 0.02
C 0.302 -0.961 -2.047 -2.46 1.59 -1.05
C -0.813 1.423 0.829 -0.04 -0.68 0.15
C -1.031 1.033 -2.398 0.10 -0.63 0.44
C 0.332 1.401 -2.336 0.19 -0.35 0.53
H 1.288 -3.705 1.054 -0.07 -0.03 0.01
H -1.858 1.682 -2.695 0.34 -0.12 0.24
H 0.708 2.438 -2.330 -0.25 -0.70 -0.29
H -0.505 1.949 4.362 0.21 0.01 0.32
H 2.343 -2.702 -0.444 -0.47 0.10 -0.12
H -0.983 2.001 -0.064 -0.08 -0.19 0.00
H 1.918 -1.755 1.359 -0.37 0.10 -0.21
H -0.011 0.334 4.618 0.17 0.16 0.31
H 0.491 -1.799 -2.739 0.22 0.18 0.49
H 2.223 0.221 -2.104 -0.34 0.25 0.03
H -1.926 -0.939 -2.748 0.01 0.02 0.55
```
Forces are in eV/Å.


# 4
C6H11NO | ωB97M-V/def2-TZVPD

Summary:
Highest occupied orbital energy   -8.44 eV
Frontier orbital gap   9.2 eV
ΔE to the lowest compared entry with this formula, charge and spin   6.7661 eV
Max |F|   0.1626 hartree/bohr

Geometry as XYZ:
```
19
Properties=species:S:1:pos:R:3:forces:R:3
O 2.046 -0.512 -0.679 -1.73 -3.58 1.03
N -1.064 -1.689 -0.453 -0.69 -0.08 0.33
C -0.749 0.580 0.141 -1.41 -2.21 3.15
C -0.282 -0.937 0.563 1.87 1.62 -1.00
C 1.214 -1.182 0.487 1.44 -1.83 -0.20
C 0.507 1.343 -0.161 -3.67 4.24 -0.52
C 0.773 2.654 0.209 5.39 -4.84 -4.17
C -1.693 -0.386 -0.627 0.19 2.90 -5.38
H -2.633 -0.543 -0.206 -1.76 1.26 0.73
H -1.772 0.119 -1.666 -0.45 -1.74 0.74
H 0.277 3.090 0.953 -1.80 2.17 2.80
H -1.537 1.041 0.847 2.05 -0.18 -0.31
H 0.992 0.870 -0.945 1.12 0.33 -0.77
H 1.620 -0.856 -1.517 0.72 0.25 1.31
H 1.128 -2.371 0.339 1.31 2.45 0.29
H -1.875 -2.314 -0.092 2.50 1.06 -0.34
H 1.773 -0.879 1.462 -0.96 -0.57 -2.00
H -0.657 -0.987 1.506 -0.53 -1.06 3.08
H 1.932 2.957 -0.160 -3.61 -0.19 1.23
```
Forces are in eV/Å.


# 5
C6H11NO | ωB97M-V/def2-TZVPD

Summary:
Highest occupied orbital energy   -8.77 eV
Frontier orbital gap   9.7 eV
ΔE to the lowest compared entry with this formula, charge and spin   4.2969 eV
Max |F|   0.1063 hartree/bohr

Geometry as XYZ:
```
19
Properties=species:S:1:pos:R:3:forces:R:3
O -0.268 2.195 0.724 0.92 -0.29 -0.12
N 0.926 -0.882 1.368 0.93 0.75 0.05
C -1.185 1.143 -1.177 -0.43 -0.97 -4.93
C 0.348 -2.208 1.361 1.21 -3.73 2.73
C -0.044 1.259 -0.300 2.56 -4.02 2.54
C 0.034 -0.519 0.538 0.83 4.99 -2.07
C -0.742 -1.741 0.444 -1.94 -2.23 -1.81
C 1.406 1.257 -0.917 -3.05 -0.68 -0.22
H 2.019 1.122 -0.092 1.65 0.18 1.49
H 0.476 2.129 1.367 -0.70 0.06 -0.68
H -1.419 0.021 -1.554 0.92 2.65 0.68
H -2.051 1.435 -0.683 -1.65 0.65 0.92
H 1.022 -3.100 1.072 -0.76 1.67 -0.14
H -1.073 1.859 -2.151 -0.29 -1.73 2.16
H 1.572 2.165 -1.468 0.32 0.32 -0.33
H -0.979 -2.326 -0.542 0.44 1.34 1.83
H 1.532 0.327 -1.494 -0.15 0.62 -0.23
H 0.031 -2.534 2.427 0.15 0.62 -1.53
H -1.603 -1.602 1.079 -0.96 -0.20 -0.36
```
Forces are in eV/Å.


# 6
C6H11NO | ωB97M-V/def2-TZVPD

Summary:
SMILES   C=CCCCNC=O
Highest occupied orbital energy   -9.66 eV
Frontier orbital gap   10.6 eV
ΔE to the lowest compared entry with this formula, charge and spin   1.1047 eV
Max |F|   0.0233 hartree/bohr

Geometry as XYZ:
```
19
Properties=species:S:1:pos:R:3:forces:R:3
O 0.150 -4.012 -1.178 0.04 0.05 -0.01
N -0.361 -1.827 -0.881 -0.07 0.06 0.37
C -0.455 -0.451 -1.307 0.20 0.57 0.28
C 0.252 0.386 0.983 -0.54 0.19 0.40
C -0.409 2.598 1.838 0.54 -0.33 0.90
C 0.101 -2.875 -1.595 0.00 -0.28 -0.11
C 0.524 1.648 1.774 -0.45 0.36 -0.82
C 0.473 0.508 -0.529 0.10 -1.19 -0.13
H -0.805 0.159 1.176 -0.05 0.03 -0.14
H 0.425 -2.621 -2.620 -0.02 0.17 0.04
H -1.474 -0.094 -1.141 -0.15 -0.10 -0.21
H 0.291 1.508 -0.916 0.18 0.15 0.17
H 0.782 -0.490 1.352 0.28 0.08 0.13
H 1.496 1.896 2.182 0.13 -0.38 -0.04
H -0.170 3.492 2.404 -0.28 0.16 -0.23
H -1.423 2.437 1.494 0.01 0.13 -0.15
H -0.228 -0.379 -2.372 -0.09 -0.15 0.01
H 1.494 0.171 -0.725 0.11 0.48 -0.24
H -0.664 -2.053 0.060 0.06 -0.02 -0.22
```
Forces are in eV/Å.


# 7
C6H11NO | ωB97M-V/def2-TZVPD

Summary:
SMILES   [H]/N=C(\C)OC.C#CC
Highest occupied orbital energy   -9.27 eV
Frontier orbital gap   10.1 eV
ΔE to the lowest compared entry with this formula, charge and spin   3.2859 eV
Max |F|   0.0256 hartree/bohr

Geometry as XYZ:
```
19
Properties=species:S:1:pos:R:3:forces:R:3
O 1.491 -1.582 -0.941 -0.04 0.19 0.68
N 0.915 -1.540 1.202 -0.95 -0.72 -0.57
C 1.097 -0.855 0.157 1.03 -0.18 0.29
C -2.288 0.260 0.727 -0.41 -0.87 -0.25
C 1.130 0.651 0.053 -0.73 -0.23 -0.35
C -2.151 -0.855 0.299 0.10 0.85 0.49
C -2.646 1.550 1.283 0.16 0.35 -0.03
C 2.106 -0.953 -2.042 0.03 0.25 -0.25
H 2.963 -0.334 -1.763 -0.05 -0.04 0.09
H -3.719 1.604 1.468 0.02 -0.02 0.00
H 0.587 0.987 -0.829 -0.03 0.11 -0.07
H 2.153 1.014 -0.032 0.05 -0.08 0.11
H -1.948 -1.855 0.044 0.10 -0.46 -0.31
H 1.386 -0.339 -2.592 0.10 -0.04 -0.07
H 0.651 1.077 0.931 0.13 0.00 0.03
H 0.307 -1.131 1.902 0.62 0.63 0.12
H -2.377 2.347 0.589 -0.01 0.09 0.09
H 2.467 -1.758 -2.682 -0.10 0.08 -0.01
H -2.124 1.712 2.227 -0.03 0.09 -0.01
```
Forces are in eV/Å.


# 8
C6H11NO | ωB97M-V/def2-TZVPD

Summary:
SMILES   C[C@@H]1[C@@H]2NCC[C@@]12O
Highest occupied orbital energy   -7.87 eV
Frontier orbital gap   8.6 eV
ΔE to the lowest compared entry with this formula, charge and spin   8.1843 eV
Max |F|   0.1552 hartree/bohr

Geometry as XYZ:
```
19
Properties=species:S:1:pos:R:3:forces:R:3
O 0.487 1.508 -0.745 -0.11 0.21 1.13
N -0.973 -0.886 -0.807 2.08 -5.76 -5.12
C 2.332 -0.255 -0.368 2.97 0.32 0.93
C -2.060 -0.166 -0.427 -0.77 4.89 -0.53
C 0.030 0.736 0.479 2.76 -1.05 -0.96
C -0.075 -0.847 0.171 1.62 -0.07 5.57
C 1.279 -0.303 0.629 -4.49 -3.48 0.56
C -1.466 0.874 0.737 -1.13 1.40 -0.97
H -0.500 -1.396 1.174 0.63 1.34 -1.58
H 1.497 -0.983 1.548 -0.08 2.21 -1.28
H 2.079 -0.020 -1.485 0.58 -1.11 2.42
H 1.387 1.986 -0.639 -2.41 -1.41 0.48
H 2.767 0.617 0.140 1.56 0.37 -1.24
H -2.790 -0.743 0.021 -2.26 -1.03 0.58
H -1.151 -1.912 -1.163 0.14 2.84 0.77
H -1.815 1.905 0.192 0.72 -1.88 2.55
H -1.760 0.584 1.876 0.42 1.10 -3.04
H -2.298 0.452 -1.377 -0.95 -0.78 1.85
H 3.030 -1.151 0.046 -1.29 1.88 -2.14
```
Forces are in eV/Å.


- ΔE to the lowest compared entry with this formula, charge and spin of number 4 (C6H11NO)?
  6.7661 eV


- The highest max |F| belongs to which entry?
  number 4


- Which of these has the highest ΔE to the lowest compared entry with this formula, charge and spin?
  number 8


- What is the formula in the first record?
  C6H11N4O2S2